# C47H56BF3N8OOsS3Sb

C47H56BF3N8OOsS3Sb as an isolated structure (ωB97M-V/def2-TZVPD, OMol25).

The geometry in XYZ format:
```
121
Properties=species:S:1:pos:R:3:forces:R:3
Os -0.852 -0.189 -0.120 -0.21 0.37 0.44
C 1.784 4.994 0.979 0.02 -0.03 0.02
C 0.451 4.739 1.682 0.03 -0.09 0.02
C -0.680 4.778 0.667 -0.08 -0.07 -0.01
C 0.181 5.803 2.745 0.00 0.03 0.11
N 0.572 3.400 2.404 0.08 0.22 -0.11
C 1.488 3.298 3.441 -0.09 0.20 -0.15
C 1.404 2.057 3.941 -0.08 -0.24 -0.07
N 0.442 1.376 3.216 0.02 -0.03 0.21
B 0.004 -0.024 3.719 0.03 0.02 -0.16
N -1.534 -0.235 3.586 0.18 -0.08 0.14
C -2.387 0.273 4.542 0.20 0.05 -0.03
C -3.624 -0.187 4.275 -0.13 -0.06 -0.18
N -3.537 -0.985 3.147 -0.16 -0.05 -0.02
C -2.247 -0.988 2.743 -0.19 0.17 0.28
S -1.535 -1.817 1.381 -0.23 0.25 -0.16
C -4.712 -1.757 2.571 0.13 -0.03 -0.07
C -5.966 -1.388 3.354 -0.02 0.06 0.10
C -4.432 -3.251 2.728 0.02 0.01 0.06
C -4.917 -1.371 1.104 0.00 0.08 0.05
N 0.863 -1.188 3.118 0.10 0.15 0.33
C 1.111 -2.284 3.927 -0.21 0.18 -0.02
C 2.060 -3.026 3.340 0.12 -0.05 -0.19
N 2.426 -2.386 2.165 0.12 -0.15 -0.08
C 1.663 -1.271 2.037 0.14 -0.40 0.06
S 1.623 -0.114 0.728 -0.20 0.03 -0.35
C 3.541 -2.990 1.325 -0.10 0.01 0.03
C 4.059 -2.050 0.246 0.06 0.07 0.09
C 2.989 -4.261 0.682 -0.01 -0.03 0.02
C 4.702 -3.319 2.271 -0.01 0.00 0.05
C -0.042 2.201 2.271 0.18 -0.07 0.30
S -1.256 1.776 1.078 0.08 -0.18 -0.34
H 1.751 5.972 0.494 0.00 -0.06 0.03
H 1.978 4.234 0.217 0.00 0.05 0.08
H 2.619 5.001 1.680 -0.03 0.01 -0.05
H -0.704 5.786 0.248 0.01 -0.05 0.05
H -1.651 4.587 1.127 0.03 0.01 -0.04
H -0.532 4.072 -0.148 -0.02 0.02 -0.01
H -0.006 6.757 2.249 0.02 -0.05 0.03
H 1.028 5.950 3.416 -0.06 0.00 -0.02
H -0.699 5.551 3.341 0.05 0.02 -0.05
H 2.104 4.120 3.760 -0.06 -0.03 -0.09
H 1.938 1.602 4.760 -0.12 0.01 -0.07
H 0.223 -0.037 4.898 0.02 0.01 -0.08
H -2.044 0.906 5.346 0.01 -0.10 -0.11
H -4.544 -0.005 4.800 0.05 -0.06 -0.07
H -5.883 -1.652 4.409 -0.03 0.01 -0.06
H -6.798 -1.960 2.944 0.02 0.02 0.00
H -6.213 -0.327 3.260 0.01 -0.09 0.01
H -4.297 -3.508 3.781 -0.01 0.01 -0.07
H -3.546 -3.560 2.173 -0.03 0.01 0.01
H -5.284 -3.817 2.349 0.04 0.03 0.02
H -4.887 -0.284 0.985 -0.02 -0.05 -0.01
H -5.900 -1.721 0.784 0.09 0.02 0.03
H -4.168 -1.830 0.461 0.05 0.00 -0.01
H 0.602 -2.429 4.867 0.05 0.07 -0.12
H 2.512 -3.944 3.674 0.01 0.10 -0.08
H 3.329 -1.899 -0.546 -0.06 0.01 -0.02
H 4.942 -2.515 -0.194 -0.04 0.01 0.02
H 4.355 -1.081 0.650 -0.02 -0.04 -0.04
H 2.138 -4.028 0.034 0.08 -0.04 0.05
H 2.666 -4.986 1.432 0.00 0.04 -0.06
H 3.768 -4.730 0.076 -0.05 0.03 0.05
H 4.971 -2.451 2.877 0.00 -0.04 -0.04
H 5.572 -3.601 1.678 -0.04 -0.01 0.02
H 4.481 -4.156 2.933 0.01 0.06 -0.02
C -1.569 2.332 -3.789 0.07 0.06 -0.04
C -1.734 1.166 -2.869 0.04 -0.12 -0.12
O -0.922 1.000 -1.926 -0.14 -0.03 0.30
N -2.754 0.340 -3.091 0.05 0.04 0.16
C -3.178 -0.715 -2.176 0.17 -0.06 -0.08
C -2.284 -1.929 -2.155 0.16 0.07 0.04
C -2.649 -3.093 -2.798 -0.07 -0.09 -0.11
C -1.832 -4.213 -2.709 0.00 -0.07 -0.02
C -0.649 -4.124 -1.993 -0.03 -0.11 -0.09
C -0.336 -2.931 -1.379 -0.10 0.17 -0.06
N -1.138 -1.854 -1.441 0.16 -0.30 0.04
H -1.564 3.241 -3.184 -0.03 -0.05 -0.03
H -2.365 2.397 -4.528 0.02 -0.02 0.00
H -0.600 2.286 -4.294 -0.06 -0.02 0.07
H -3.350 0.540 -3.877 -0.04 0.06 -0.03
H -4.179 -1.015 -2.466 -0.10 0.00 -0.04
H -3.242 -0.299 -1.170 -0.08 0.07 0.16
H -3.581 -3.132 -3.350 0.07 0.00 0.04
H -2.124 -5.140 -3.187 0.04 0.06 0.02
H 0.019 -4.970 -1.902 -0.02 0.03 0.01
H 0.571 -2.812 -0.800 -0.03 0.05 0.04
F 8.140 0.501 -4.833 0.10 0.04 -0.07
C 6.925 0.381 -4.327 -0.08 -0.01 0.02
C 6.566 1.196 -3.263 0.04 0.06 0.09
C 5.303 1.054 -2.723 -0.10 -0.10 -0.10
C 4.410 0.123 -3.271 -0.02 -0.10 0.32
C 4.800 -0.700 -4.334 0.03 0.16 0.13
C 6.064 -0.551 -4.881 -0.04 -0.10 -0.04
Sb 2.421 0.131 -2.556 0.44 0.19 -0.70
C 1.920 2.099 -3.178 -0.08 -0.11 0.30
C 2.271 2.494 -4.469 -0.07 0.02 0.05
C 2.053 3.804 -4.866 0.06 -0.04 -0.11
C 1.517 4.697 -3.953 -0.01 -0.05 -0.01
F 1.323 5.955 -4.325 -0.02 0.08 -0.03
C 1.179 4.328 -2.662 -0.02 -0.03 0.14
C 1.384 3.014 -2.273 0.06 -0.06 -0.13
C 1.539 -1.231 -3.909 -0.15 0.07 0.33
C 0.563 -0.828 -4.820 0.02 -0.04 0.01
C -0.005 -1.754 -5.682 -0.05 0.11 0.00
C 0.411 -3.072 -5.603 -0.01 0.03 0.02
F -0.157 -3.968 -6.401 -0.03 -0.06 -0.08
C 1.388 -3.496 -4.719 0.10 -0.03 0.07
C 1.942 -2.567 -3.854 -0.01 0.02 -0.09
H 7.274 1.922 -2.880 -0.03 -0.08 -0.02
H 5.009 1.686 -1.892 0.01 -0.01 -0.03
H 4.123 -1.427 -4.761 0.01 0.02 -0.01
H 6.386 -1.142 -5.731 0.01 0.02 0.08
H 2.715 1.795 -5.169 0.01 0.03 0.02
H 2.312 4.144 -5.862 -0.03 0.00 0.06
H 0.766 5.065 -1.984 0.05 -0.01 -0.06
H 1.116 2.701 -1.269 -0.02 0.02 -0.04
H 0.266 0.214 -4.886 0.00 -0.06 0.02
H -0.752 -1.472 -6.414 0.05 -0.02 0.02
H 1.699 -4.533 -4.722 -0.02 0.03 0.00
H 2.707 -2.890 -3.154 -0.04 0.01 -0.03
```
Positions in Å, forces in eV/Å.

As for the net charge: +3. As for the spin multiplicity: 5. As for the LUMO energy (alpha / beta): -7.26 / -9.99 eV. The frontier orbital gap (alpha / beta) comes out at 7.5 / 5.1 eV.



# C47H56BInN9OPS4

C47H56BInN9OPS4 as an isolated structure (ωB97M-V/def2-TZVPD, OMol25).

The geometry in XYZ format:
```
120
Properties=species:S:1:pos:R:3:forces:R:3
In -0.422 -0.016 0.584 0.00 0.25 -0.03
N 2.276 -0.239 4.236 0.01 0.05 -0.06
C 1.290 -0.298 3.286 -0.04 -0.10 -0.16
S 1.851 -0.004 1.658 -0.02 0.06 -0.23
N 0.098 -0.544 3.712 0.06 -0.07 0.41
N -0.915 -0.542 2.784 -0.02 0.10 -0.36
C -2.074 -0.783 3.289 0.12 0.06 0.09
C -3.338 -0.812 2.607 -0.06 -0.07 -0.12
C -4.476 -1.050 3.397 0.03 0.00 -0.02
C -5.741 -1.085 2.861 -0.03 -0.03 0.03
C -5.890 -0.868 1.488 0.00 0.00 0.07
C -4.795 -0.646 0.688 0.05 -0.02 -0.06
C -3.482 -0.625 1.212 -0.11 0.10 0.01
O -2.487 -0.433 0.386 0.25 0.11 -0.12
H 3.225 -0.283 3.907 0.02 -0.05 0.03
H 2.063 -0.666 5.123 -0.01 0.02 0.01
H -2.095 -0.961 4.364 0.00 -0.02 0.01
H -4.337 -1.211 4.461 0.01 0.01 -0.01
H -6.600 -1.280 3.489 0.01 0.04 -0.01
H -6.883 -0.874 1.052 0.04 -0.02 -0.03
H -4.906 -0.489 -0.377 0.02 0.00 -0.01
C 5.037 -2.932 -3.812 -0.08 -0.04 0.02
C 5.043 -2.137 -2.505 0.07 -0.08 0.12
C 4.475 -2.988 -1.367 0.01 0.11 0.07
C 6.503 -1.771 -2.212 -0.09 0.17 -0.07
N 4.160 -0.947 -2.678 -0.10 0.12 0.03
C 3.250 -0.841 -3.721 0.16 0.03 -0.15
C 2.525 0.262 -3.517 -0.16 0.06 0.08
N 2.911 0.840 -2.316 -0.05 -0.25 -0.05
B 2.283 2.225 -1.974 0.13 -0.01 0.13
N 0.823 2.306 -2.523 -0.14 -0.06 0.00
C 0.433 3.508 -3.058 0.10 0.07 -0.05
C -0.830 3.387 -3.496 0.00 0.11 -0.06
N -1.241 2.099 -3.226 0.05 -0.08 0.22
C -0.222 1.455 -2.577 -0.15 0.16 -0.29
S -0.243 -0.181 -2.014 -0.06 -0.01 0.17
C -2.559 1.564 -3.702 -0.03 -0.10 -0.12
C -3.405 1.055 -2.541 0.03 0.05 0.16
C -2.298 0.470 -4.741 0.08 0.06 0.09
C -3.324 2.702 -4.374 0.00 0.05 -0.04
N 2.290 2.761 -0.488 -0.18 -0.13 0.18
C 3.451 3.319 -0.004 -0.03 0.02 -0.06
C 3.202 3.853 1.201 0.09 -0.02 0.04
N 1.865 3.637 1.486 -0.03 0.01 -0.17
C 1.311 2.977 0.434 0.21 -0.03 -0.02
S -0.383 2.615 0.292 -0.13 -0.24 0.12
C 1.186 4.206 2.695 -0.14 0.03 0.08
C 2.246 4.829 3.603 0.05 0.00 -0.05
C 0.480 3.112 3.500 0.02 -0.02 -0.09
C 0.219 5.306 2.251 0.06 -0.06 -0.04
C 3.961 0.114 -1.814 -0.18 -0.10 -0.24
S 4.875 0.472 -0.451 -0.01 -0.02 0.20
H 5.759 -3.743 -3.726 -0.02 -0.02 0.02
H 4.063 -3.380 -4.017 0.04 0.00 0.00
H 5.331 -2.303 -4.654 0.03 -0.05 0.00
H 5.135 -3.832 -1.156 -0.01 0.00 -0.04
H 4.398 -2.373 -0.469 -0.01 -0.05 0.02
H 3.486 -3.370 -1.623 0.02 -0.01 0.00
H 7.108 -2.674 -2.318 -0.02 0.03 -0.02
H 6.868 -1.019 -2.913 -0.01 -0.03 -0.02
H 6.624 -1.383 -1.209 0.00 0.08 0.09
H 3.203 -1.537 -4.536 0.02 0.06 0.03
H 1.741 0.676 -4.125 0.07 -0.05 0.01
H 2.890 3.045 -2.621 0.04 0.10 0.15
H 1.102 4.350 -3.093 0.00 -0.04 0.00
H -1.446 4.115 -3.988 0.03 -0.06 0.05
H -3.026 0.131 -2.127 0.14 -0.16 0.12
H -3.435 1.792 -1.736 -0.02 -0.01 -0.02
H -4.425 0.886 -2.892 0.04 0.01 -0.02
H -1.767 -0.370 -4.298 0.01 -0.04 0.02
H -3.247 0.110 -5.140 0.01 0.02 0.02
H -1.701 0.868 -5.565 -0.03 -0.01 0.00
H -3.521 3.518 -3.676 -0.04 -0.02 -0.04
H -2.800 3.089 -5.250 -0.05 -0.01 0.02
H -4.283 2.311 -4.710 0.01 -0.02 0.01
H 4.367 3.282 -0.563 0.00 -0.07 0.00
H 3.880 4.341 1.874 -0.07 0.00 -0.02
H 2.974 4.085 3.932 0.00 0.03 0.02
H 2.765 5.658 3.119 -0.01 -0.01 0.03
H 1.742 5.224 4.484 0.00 -0.02 0.00
H 1.171 2.297 3.715 0.01 0.01 0.04
H 0.140 3.536 4.447 0.02 0.01 -0.02
H -0.383 2.714 2.976 -0.01 -0.04 -0.04
H 0.759 6.078 1.697 -0.02 0.00 0.03
H -0.566 4.903 1.616 -0.03 0.01 0.00
H -0.243 5.765 3.127 0.03 -0.02 0.00
C 0.558 -5.293 -3.745 0.03 0.03 0.01
C -0.219 -5.927 -2.782 -0.01 -0.04 0.00
C -0.492 -5.298 -1.579 -0.02 0.04 -0.06
C 0.020 -4.027 -1.310 0.04 0.12 0.00
C 0.796 -3.401 -2.282 0.06 0.01 0.09
C 1.058 -4.026 -3.496 0.00 -0.05 -0.01
P -0.245 -3.154 0.294 -0.05 -0.38 -0.02
C -1.935 -3.715 0.717 0.02 0.08 0.00
C -2.279 -4.086 2.015 0.02 0.02 -0.05
C -3.576 -4.483 2.310 -0.01 0.06 0.05
C -4.545 -4.489 1.320 -0.05 0.00 0.02
C -4.221 -4.081 0.034 -0.01 0.05 -0.02
C -2.927 -3.689 -0.265 0.02 0.02 0.04
C 0.780 -4.191 1.424 0.02 0.10 0.04
C 0.509 -5.538 1.676 0.02 0.02 0.01
C 1.328 -6.277 2.512 -0.01 -0.07 -0.02
C 2.433 -5.686 3.114 0.02 0.07 0.00
C 2.709 -4.351 2.876 0.02 -0.06 -0.02
C 1.887 -3.610 2.034 0.00 0.05 -0.07
H 0.772 -5.787 -4.684 -0.03 0.00 0.00
H -0.617 -6.916 -2.974 -0.01 0.02 0.01
H -1.129 -5.794 -0.859 0.00 -0.01 0.04
H 1.206 -2.417 -2.093 0.01 0.06 -0.02
H 1.651 -3.517 -4.247 -0.01 0.01 0.04
H -1.530 -4.068 2.797 0.00 -0.05 0.01
H -3.830 -4.778 3.321 0.00 0.01 -0.01
H -5.557 -4.796 1.554 0.02 0.01 0.00
H -4.982 -4.059 -0.736 0.02 0.00 0.01
H -2.678 -3.353 -1.265 -0.02 -0.04 -0.02
H -0.354 -6.015 1.233 -0.02 0.00 -0.03
H 1.106 -7.321 2.694 -0.01 0.02 0.00
H 3.075 -6.269 3.763 -0.02 0.00 0.00
H 3.570 -3.880 3.336 -0.02 0.00 -0.01
H 2.115 -2.571 1.842 0.01 0.05 -0.01
```
Positions in Å, forces in eV/Å.

As for the net charge: 0. As for the spin multiplicity: 1. As for the LUMO energy: 0.52 eV. The frontier orbital gap comes out at 7.2 eV.



# C47H56Cl4N8O3STi

C47H56Cl4N8O3STi as an isolated structure (ωB97M-V/def2-TZVPD, OMol25).

The geometry in XYZ format:
```
120
Properties=species:S:1:pos:R:3:forces:R:3
Ti 0.433 0.426 -1.615 1.77 0.29 0.23
C -0.023 5.461 2.326 -0.12 -0.03 -0.20
C -0.387 5.206 0.866 0.05 -0.03 0.18
N 0.725 4.675 0.130 -0.24 0.33 0.32
C 0.584 3.691 -0.821 0.09 0.12 -0.83
S 1.902 3.489 -1.864 0.50 0.17 -0.26
N -0.580 3.095 -0.885 -0.60 1.04 1.31
N -0.737 1.990 -1.644 -1.23 0.81 -0.70
C -1.856 1.914 -2.378 -0.31 0.54 0.03
C -2.873 3.029 -2.404 0.42 -0.12 0.00
C -2.041 0.726 -3.102 -0.16 -0.11 -0.22
C -3.092 0.491 -4.025 0.01 0.04 0.04
C -3.138 -0.684 -4.719 -0.01 -0.05 0.10
C -2.167 -1.673 -4.469 0.06 -0.04 0.01
C -1.188 -1.396 -3.541 -0.08 -0.48 -0.16
N -1.090 -0.247 -2.886 -1.01 0.33 -0.37
H -0.918 5.672 2.913 -0.03 0.14 0.10
H 0.459 4.581 2.738 0.05 -0.11 0.09
H 0.670 6.298 2.417 0.05 0.10 0.06
H -1.168 4.448 0.790 -0.03 0.18 0.03
H -0.753 6.144 0.416 -0.16 -0.13 0.00
H 1.543 5.250 0.004 -0.07 -0.17 -0.11
H -2.435 3.908 -1.935 -0.06 -0.02 -0.02
H -3.175 3.278 -3.422 -0.01 -0.02 -0.06
H -3.768 2.744 -1.846 -0.13 0.02 0.04
H -3.837 1.257 -4.186 -0.04 0.06 -0.01
H -3.921 -0.872 -5.440 -0.10 0.06 -0.07
H -2.179 -2.620 -4.988 0.03 -0.04 0.03
H -0.444 -2.147 -3.295 0.06 0.06 -0.02
C 0.517 -0.252 4.897 -0.12 0.02 -0.27
C -0.577 -0.563 3.872 0.07 -0.19 0.07
C -1.124 -1.981 4.064 0.11 0.15 -0.11
C -1.722 0.428 3.899 0.11 0.12 -0.23
C -2.523 0.543 5.023 -0.08 -0.02 0.09
C -3.633 1.367 5.026 -0.13 -0.01 0.11
C -3.974 2.047 3.872 -0.05 0.03 0.12
C -3.196 1.971 2.728 0.13 -0.09 -0.18
C -3.650 2.680 1.472 -0.13 0.09 -0.03
C -4.933 2.014 0.962 0.22 0.12 -0.10
C -3.905 4.171 1.701 0.14 -0.17 -0.04
C -2.023 1.196 2.749 -0.13 0.15 0.55
N -1.152 1.147 1.678 0.32 -0.04 -0.55
C -0.017 1.735 1.832 -0.45 0.10 0.56
C 1.238 1.668 1.187 0.70 0.28 0.38
C 2.284 2.337 1.855 -0.42 -0.21 -0.05
C 3.453 1.977 1.233 0.06 -0.06 -0.08
C 3.099 1.102 0.199 0.38 0.05 0.43
N 1.754 0.921 0.136 0.22 -0.12 0.14
C 4.155 0.388 -0.618 0.12 -0.04 -0.17
C 4.108 0.871 -2.068 -0.17 -0.12 0.07
C 3.944 -1.124 -0.495 -0.19 0.22 0.01
C 5.570 0.663 -0.080 -0.28 0.01 -0.03
H 1.329 -0.974 4.809 0.07 -0.04 0.02
H 0.137 -0.288 5.918 -0.09 -0.01 0.13
H 0.925 0.739 4.717 0.10 0.12 0.01
H -0.126 -0.521 2.876 -0.04 -0.01 0.17
H -1.607 -2.094 5.034 -0.05 -0.03 0.11
H -0.317 -2.709 3.996 0.10 -0.14 0.00
H -1.851 -2.200 3.285 -0.09 -0.09 -0.02
H -2.286 -0.022 5.915 0.08 -0.08 0.06
H -4.246 1.467 5.912 -0.02 -0.03 0.08
H -4.863 2.665 3.876 -0.07 0.04 -0.05
H -2.870 2.571 0.713 0.04 0.06 0.02
H -5.701 2.027 1.735 -0.11 -0.03 0.04
H -4.735 0.983 0.683 -0.06 -0.17 -0.02
H -5.318 2.536 0.085 -0.03 0.02 -0.08
H -2.999 4.683 2.013 0.09 0.05 0.08
H -4.666 4.327 2.465 -0.10 0.04 0.06
H -4.249 4.633 0.779 -0.05 0.11 -0.15
H 0.069 2.386 2.720 0.02 -0.06 -0.09
H 2.181 2.976 2.716 -0.12 0.09 0.07
H 4.438 2.324 1.480 0.16 -0.04 0.01
H 3.073 0.964 -2.386 0.20 0.10 -0.15
H 4.643 0.194 -2.733 0.07 -0.11 -0.08
H 4.548 1.865 -2.143 -0.04 0.09 -0.02
H 2.939 -1.386 -0.812 0.13 -0.15 0.00
H 4.069 -1.416 0.548 0.04 -0.03 0.11
H 4.672 -1.663 -1.101 0.04 -0.11 -0.10
H 5.835 1.716 -0.161 0.03 0.08 0.01
H 6.274 0.083 -0.677 0.09 -0.01 -0.04
H 5.660 0.351 0.962 0.05 0.00 0.07
Cl 3.708 -0.619 -7.529 0.08 0.02 -0.27
C 3.012 -0.796 -5.958 0.04 -0.15 0.16
C 3.230 -1.960 -5.247 0.00 0.15 -0.13
Cl 4.182 -3.235 -5.920 0.12 -0.22 -0.09
C 2.684 -2.089 -3.967 -0.13 0.13 0.19
Cl 2.933 -3.551 -3.072 -0.07 -0.19 0.17
C 1.950 -1.068 -3.385 0.56 -0.05 -1.38
O 1.437 -1.098 -2.196 0.39 -1.11 0.17
C 1.719 0.155 -4.120 0.14 -0.59 -0.02
O 1.061 1.054 -3.489 0.48 0.07 -0.39
C 2.256 0.243 -5.409 -0.05 0.10 -0.06
Cl 2.016 1.683 -6.336 -0.18 0.23 0.15
C 1.060 -6.711 -1.109 -0.06 0.01 0.27
C 0.702 -6.406 0.344 -0.16 -0.36 -0.21
N 0.449 -4.992 0.535 -0.61 0.09 -0.07
C 1.427 -4.263 1.304 0.46 0.28 0.20
C 2.774 -4.153 0.592 -0.26 0.00 0.18
C -0.820 -4.561 0.228 0.40 -1.27 0.19
O -1.680 -5.388 -0.088 0.15 0.45 0.00
C -1.144 -3.131 0.248 -1.65 0.98 0.41
C -2.487 -2.774 0.559 1.33 0.11 -0.58
C -2.861 -1.459 0.336 -0.29 -0.45 0.35
C -1.952 -0.541 -0.137 1.19 -0.19 -0.17
N -0.633 -0.849 -0.378 -2.25 -1.08 1.06
C -0.289 -2.130 -0.185 0.40 0.04 -0.12
H 1.260 -7.774 -1.236 0.02 -0.10 -0.07
H 1.931 -6.141 -1.421 0.10 0.03 -0.06
H 0.220 -6.429 -1.739 -0.04 -0.01 -0.12
H 1.506 -6.711 1.020 -0.03 0.08 -0.03
H -0.211 -6.954 0.608 0.23 0.04 0.04
H 1.575 -4.784 2.267 -0.12 0.16 -0.11
H 1.037 -3.269 1.519 0.06 -0.12 0.09
H 3.251 -5.127 0.499 0.04 -0.15 -0.02
H 3.438 -3.502 1.154 0.07 0.04 0.02
H 2.648 -3.742 -0.405 0.03 0.11 -0.06
H -3.178 -3.527 0.906 -0.03 -0.05 -0.03
H -3.876 -1.142 0.540 0.02 0.04 -0.06
H -2.259 0.470 -0.354 0.11 -0.05 -0.04
H 0.727 -2.381 -0.463 0.00 0.11 -0.04
```
Positions in Å, forces in eV/Å.

As for the net charge: -2. As for the spin multiplicity: 3. As for the LUMO energy (alpha / beta): 4.01 / 4.01 eV. The frontier orbital gap (alpha / beta) comes out at 4.4 / 5.5 eV.